No. 1
# C19H30LuNO2P2

A molecular structure, C19H30LuNO2P2 in a non-equilibrium geometry (wB97M-V/def2-TZVPD, the OMol25 dataset).

Computed properties:
Energy relative to the best compared isomer or geometry (same formula, charge and spin)   10.4 kcal per mole

ORCA input file:
```
! RIJCOSX wB97M-V def2-TZVPD def2/J DEFGRID3
* xyz 0 1
C -1.81745 -0.82280 -2.37179
C 3.92942 0.93572 -0.23885
H -1.83450 -0.05362 5.02726
H 2.85838 2.02240 2.51510
H 2.09259 -1.63258 -0.21592
H 2.61118 2.71352 -1.56872
H 0.03159 -0.74595 8.82213
H 1.39684 3.31821 -3.52010
H -1.79639 0.18671 7.46467
H -2.44770 -3.31480 -0.91833
C 0.80962 1.78762 -2.09549
C 0.00564 1.83502 -4.36382
C 0.12414 -1.00427 3.48721
H 2.00997 -2.05402 5.24126
H -4.66434 -0.45461 -1.49637
H 0.11339 -3.06474 -3.61876
Lu 0.37639 -0.79877 -0.01496
H 3.66476 3.04967 1.30012
H -3.73197 1.04634 -1.25564
H 3.89982 0.43254 -1.21882
H -0.55781 0.42657 1.20104
H -4.35305 0.17542 0.13674
H 1.12216 -3.11983 -0.35740
H 4.39823 0.23179 0.47764
H -3.68277 -2.69906 0.24600
C 2.70963 2.54519 1.55303
C -0.93805 -0.36792 5.57073
H 4.57177 1.84528 -0.28275
C 1.16739 -1.33584 7.07423
H -1.51702 0.32351 -4.80619
H -2.72219 -0.60689 -2.95232
H 1.95524 -1.75724 7.69604
C -0.93954 -0.24638 6.94846
C -0.80276 0.22696 -2.77538
C -0.03096 -0.90482 2.23664
H -0.00253 2.27307 -5.34110
N 0.08898 0.67328 -1.83872
H 1.90660 3.30056 1.63783
C 0.15449 -0.95033 4.89650
O 0.11248 -3.39345 -0.45189
P -2.40355 -0.91807 -0.60794
C -3.20791 -2.53804 -0.73613
H -0.25026 -3.69324 -2.21160
H -1.49456 -1.84727 -2.70129
C 0.79022 2.43400 -3.33767
P 2.19837 1.26717 0.35379
C 1.70504 2.38193 -1.04561
H -0.00726 -4.10386 0.23173
C 0.10274 -0.72783 7.71843
C -3.92029 0.04742 -0.85855
O -0.64356 -3.41916 -3.08551
C -0.80379 0.73436 -4.06391
C 1.20033 -1.47746 5.69475
H -3.98387 -2.57334 -1.52799
H 1.34137 3.33697 -0.63385
*
```

=====

No. 2
# C5H7NO

2 unconnected molecules or ions with the total composition C5H7NO in a non-equilibrium geometry (wB97M-V/def2-TZVPD, the OMol25 dataset).

Computed properties:
Energy relative to the best compared isomer or geometry (same formula, charge and spin)   89.5 kcal per mole

ORCA input file:
```
! RIJCOSX wB97M-V def2-TZVPD def2/J DEFGRID3
* xyz 0 3
N -0.83043 1.29345 -0.85705
C -1.29511 0.72429 0.36688
O -0.38125 -0.94637 -1.03236
H -0.10875 -1.06536 0.88820
H -0.01123 0.40796 -2.55221
C 2.59812 -0.65091 0.63878
H -2.41920 1.04083 0.46396
H -0.85613 1.23862 1.19765
H 1.18763 0.99551 0.21321
C -0.39883 0.36080 -1.56449
H 3.24305 -1.42584 0.99192
H -1.78238 -1.45377 0.60179
C 1.95648 0.28147 0.35673
C -0.90197 -0.80070 0.28699
*
```

=====

No. 3
# C20H29BrCl3HoN6O2S4Si

A molecular structure, C20H29BrCl3HoN6O2S4Si in a non-equilibrium geometry (wB97M-V/def2-TZVPD, the OMol25 dataset).

Computed properties:
Energy relative to the best compared isomer or geometry (same formula, charge and spin)   0.0 kcal per mole

ORCA input file:
```
! RIJCOSX wB97M-V def2-TZVPD def2/J DEFGRID3
* xyz 0 5
S -3.27380 1.00463 1.77067
H 5.57756 0.61035 -0.45661
H 0.97624 1.80371 -3.33787
H -3.22628 2.83156 3.31959
H -2.56861 -1.68723 2.64469
H 0.45245 -0.08743 -4.74854
N 0.89665 3.40854 2.70926
Cl 2.21921 -2.71424 3.23119
N 5.50266 4.47066 -0.13743
C 6.70001 2.40490 -0.04903
C -2.54500 0.15964 -1.66474
Br 8.34387 1.52893 0.24402
H 0.00331 2.31403 -1.47602
H -1.80325 1.99701 5.08998
H -4.81483 -1.48578 1.85641
H -2.15349 -2.19987 -2.90492
Cl -0.41764 -3.43170 1.51786
S -0.82594 0.05379 4.12523
C -1.84794 1.50775 -1.55969
H -2.36704 2.21762 -2.21330
H 3.49167 4.33912 -0.59888
H -0.77691 -2.22236 4.56711
H -5.65119 0.96316 1.70153
C -1.35266 -2.35505 -2.18146
H -0.68430 2.00070 -3.89000
S -1.68639 -1.20524 -0.81609
H -6.20915 -1.06276 2.83326
C 4.40633 3.77883 -0.44949
H -1.04900 -0.39079 -3.91362
C 5.56773 1.68811 -0.36887
H -3.52286 0.25067 -1.19346
C -2.72045 -2.03620 3.66360
H -3.01056 0.74644 4.77881
Ho 1.08989 0.00812 -0.38079
C -5.14097 -0.87699 2.70167
H -1.67303 2.46002 2.62105
N 0.57635 1.56750 1.15800
O 3.13510 0.40056 -0.96757
C 4.39409 2.39749 -0.57875
C -2.54694 2.01201 3.08500
C 0.68863 2.47740 1.89679
N 0.62920 -0.94925 -2.81630
H 0.71292 -2.94728 -2.28546
Cl 2.24610 -2.41213 -0.32993
C -0.02756 -0.04281 -3.76912
Si 0.98834 -1.88574 1.79931
S -4.38057 -1.51671 4.21079
H -5.06002 1.18674 3.34275
H -2.70984 -0.14546 -2.69658
N -0.62305 5.10662 3.68985
O 2.08440 2.32638 -1.14787
C -0.02795 1.39011 -3.26391
H -0.04244 -2.67994 -3.84787
H 1.61514 -1.03371 -3.04041
C 6.63178 3.78614 0.05592
N -0.41456 1.47132 -1.85450
H -1.95527 1.87215 -0.54039
C -2.15464 1.26984 4.35641
H 7.51938 4.35687 0.30683
H -1.49846 -3.35058 -1.76166
C 3.13047 1.69767 -0.93378
C -1.61183 -1.51614 4.58122
H -2.70505 -3.12524 3.65774
H -1.95139 -1.46241 5.61648
C 0.06477 4.30559 3.21262
C 0.04170 -2.29634 -2.82729
C -4.91770 0.61065 2.42873
*
```

=====

No. 4
# C4H10N2O2

C4H10N2O2 in the gas phase in a non-equilibrium geometry (wB97M-V/def2-TZVPD, the OMol25 dataset).

Computed properties:
Structure (SMILES)   C[C@](N)(CO)C(N)=O
Energy relative to the best compared isomer or geometry (same formula, charge and spin)   64.8 kcal per mole

ORCA input file:
```
! RIJCOSX wB97M-V def2-TZVPD def2/J DEFGRID3
* xyz 0 1
N 1.90228 -0.39151 -0.73773
H -0.98759 -0.58953 2.16808
O 1.65844 0.48626 1.34369
C -0.78143 -1.57915 -0.13080
H -0.18792 -2.23378 0.51325
H -0.40337 0.89118 1.99435
H 2.89550 -0.42394 -0.54586
H 1.66120 -0.20392 -1.69960
O 0.36290 1.92921 -0.65956
H -1.84246 -1.83446 -0.03158
N -1.05268 0.22760 1.56475
C 1.17744 0.25785 0.24109
H 0.20065 2.49284 0.11781
H -0.49535 -1.78984 -1.16407
H -0.80858 0.57325 -1.82680
C -0.92837 0.86162 -0.78554
C -0.54829 -0.12484 0.23541
H -1.82236 1.45117 -0.59689
*
```

=====

No. 5
# C10H26CrFN2O3Y

A molecular structure, C10H26CrFN2O3Y in a non-equilibrium geometry (wB97M-V/def2-TZVPD, the OMol25 dataset).

Computed properties:
Energy relative to the best compared isomer or geometry (same formula, charge and spin)   297.0 kcal per mole

ORCA input file:
```
! RIJCOSX wB97M-V def2-TZVPD def2/J DEFGRID3
* xyz 4 5
H 1.37929 -1.60974 -2.32198
H 0.45824 1.72714 -2.00051
H -2.12107 3.16024 -2.59861
C -0.45233 -0.57042 3.08957
C -0.22476 2.11579 -2.75586
N -0.41789 1.07479 -3.80031
H 0.42932 1.15959 -4.34358
H 1.35129 2.93729 -3.97213
H -4.07522 2.46998 -1.82622
Y -0.58446 -0.46035 0.26186
H 0.33506 -4.86002 4.29865
N -0.00012 -1.07532 1.77048
H 1.75287 -1.98778 2.22158
H 1.77089 -3.82429 4.67363
C 0.07221 -1.46306 4.22455
H 3.08347 -1.19634 0.34660
O 1.24695 -0.59659 -0.68383
H -0.52390 -1.26206 5.11470
C 2.01880 -1.40654 0.24472
H -0.98446 1.60845 -4.44399
H -0.01103 0.36743 3.42690
H -3.43390 2.41525 -0.17624
F -0.59143 -0.06081 -1.50913
H -0.11924 -2.04499 2.02673
C -3.52000 1.86235 -1.11165
C 0.68470 -3.87129 4.59575
H -1.15412 2.97508 -1.07246
H -0.13020 3.84597 -4.20414
H 2.03105 -2.47180 0.01413
C 1.45185 -1.12575 1.62627
H 0.47930 -3.85071 5.66602
H 1.71025 0.15783 -2.59981
C -1.45644 2.52184 -2.01654
H 0.77703 3.94482 -2.79785
H 1.09661 -1.19655 4.48473
H 2.97375 -0.85485 -2.01587
H -4.00260 0.89792 -0.95332
C 0.40353 3.20326 -3.50403
C 1.89369 -0.71453 -1.97256
O -0.02606 -2.87746 3.81098
H -1.54048 -0.52997 3.13846
H 1.93466 -0.27698 2.11062
O -2.25714 1.41329 -1.68379
Cr -1.70804 0.32998 -2.78240
*
```

=====

No. 6
# C3H6N2O2S

A molecular structure, C3H6N2O2S in a non-equilibrium geometry (wB97M-V/def2-TZVPD, the OMol25 dataset).

Computed properties:
Energy relative to the best compared isomer or geometry (same formula, charge and spin)   171.1 kcal per mole

ORCA input file:
```
! RIJCOSX wB97M-V def2-TZVPD def2/J DEFGRID3
* xyz 0 1
C 1.16629 -0.60578 -0.00872
S -0.27844 -0.93363 -0.70901
H -3.34070 0.44097 1.32567
H 1.07496 -2.40009 0.90369
H -3.13608 0.13374 -0.90608
C -1.34443 0.26886 0.15505
O 1.21701 1.75810 -0.46344
N 1.59739 -1.57810 0.81032
N 1.81194 0.63136 0.02693
O -0.81725 1.42338 0.57156
H -2.68918 -1.43830 0.55561
C -2.69203 -0.16488 0.17228
H 2.51740 0.67452 0.74553
H 0.18632 1.71344 0.08246
*
```

=====

No. 7
# C10H14N2O

C10H14N2O in the gas phase in a non-equilibrium geometry (wB97M-V/def2-TZVPD, the OMol25 dataset).

Computed properties:
Structure (SMILES)   CC1=C2N1/C=N\C(=O)CCC2(C)C
Energy relative to the best compared isomer or geometry (same formula, charge and spin)   106.6 kcal per mole

ORCA input file:
```
! RIJCOSX wB97M-V def2-TZVPD def2/J DEFGRID3
* xyz 0 1
N -1.29001 2.86851 -0.53798
H 0.20874 -2.95229 -0.50230
C 1.66795 0.50652 -0.91289
C -0.13567 2.37800 -0.91404
H 3.75142 0.80766 -0.86681
H -0.70772 0.63362 1.68918
C -1.15986 -0.14684 1.07138
N 0.49773 1.22028 -0.70327
H -1.80312 -0.73632 1.72638
H -3.04875 0.12271 0.04925
C -0.58716 -2.26061 -0.23408
H 2.90332 1.61994 -2.19627
C -2.15672 2.05597 0.15854
C 0.91494 -0.31555 -0.22956
H 1.61889 -2.19225 1.48978
C 0.73448 -1.64268 1.80567
O -3.02895 2.50785 0.86650
H 0.08943 -2.31349 2.36695
H 3.16720 -0.13767 -2.24152
H -1.32788 -2.79444 0.35560
H 0.46924 3.07484 -1.49830
C -2.03318 0.51636 -0.02104
C 2.94838 0.71299 -1.59822
H 1.04675 -0.83233 2.46053
H -1.06174 -1.90885 -1.14627
C -0.02100 -1.09139 0.58457
H -1.65670 0.29946 -1.02178
*
```

=====

No. 8
# C4H9NO

C4H9NO in the gas phase in a non-equilibrium geometry (wB97M-V/def2-TZVPD, the OMol25 dataset).

Computed properties:
Structure (SMILES)   C[C@H]1NO[C@@H]1C
Energy relative to the best compared isomer or geometry (same formula, charge and spin)   109.2 kcal per mole

ORCA input file:
```
! RIJCOSX wB97M-V def2-TZVPD def2/J DEFGRID3
* xyz 0 1
H 2.83608 -0.12847 -0.19803
N 0.41717 -1.71257 -0.12958
C -0.81106 -0.07754 0.41878
H 0.48073 0.11074 -1.30803
H -0.76517 -0.14496 1.48248
O -1.00699 -1.53025 0.10467
H 1.83839 1.52299 0.45983
H 1.92519 0.02482 1.31217
H -1.60573 1.94736 0.05925
C -1.90795 0.85804 -0.14592
H 0.64755 -2.24343 -0.90474
H -2.87237 0.47285 0.21944
C 0.71243 -0.17854 -0.33384
H -1.81950 0.65635 -1.33163
C 1.93122 0.42259 0.29514
*
```

=====

No. 9
# CH11O4S

5 unconnected molecules or ions with the total composition CH11O4S in a non-equilibrium geometry (wB97M-V/def2-TZVPD, the OMol25 dataset).

Computed properties:
Energy relative to the best compared isomer or geometry (same formula, charge and spin)   23.2 kcal per mole

ORCA input file:
```
! RIJCOSX wB97M-V def2-TZVPD def2/J DEFGRID3
* xyz -1 1
H 0.94027 2.51571 0.33540
H 1.55366 0.48885 -2.53658
H 1.21063 -2.46599 1.93586
H 2.09846 1.86756 1.62427
O -2.59001 -2.32111 -0.65364
C 1.31792 1.61621 0.86847
H 1.69504 0.94370 0.16447
H -2.19999 -1.88822 0.09798
H -2.65867 -1.61288 -1.35606
O 1.05626 -2.30355 1.01768
H -1.57753 0.94951 0.01928
S -0.09164 0.72378 1.72547
O -2.25017 1.25136 -0.77216
H 1.29249 -0.55483 -1.40910
H 0.75846 -1.37324 1.01432
O 1.90833 0.06349 -1.70174
H -2.46351 2.09965 -0.37393
*
```

=====

No. 10
# C4H12NS2

2 unconnected molecules or ions with the total composition C4H12NS2 in a non-equilibrium geometry (wB97M-V/def2-TZVPD, the OMol25 dataset).

Computed properties:
Energy relative to the best compared isomer or geometry (same formula, charge and spin)   46.5 kcal per mole

ORCA input file:
```
! RIJCOSX wB97M-V def2-TZVPD def2/J DEFGRID3
* xyz 2 2
C -2.05691 -0.43295 -1.48920
H -2.16866 -0.30590 -2.56297
H 1.22699 0.22825 -2.12850
H -1.02936 0.94512 1.60639
H 2.47413 -1.33465 -1.00238
H -0.06413 1.85375 2.75881
H 1.23677 1.09075 0.81649
S 3.00832 -1.37504 0.24339
H -2.36561 -1.45693 -1.28550
C 0.14224 0.17060 -2.18118
C -0.25541 0.85381 2.37469
H -2.60867 0.29825 -0.90084
H 1.88886 0.64881 2.38975
H -0.19508 -0.63814 -0.34596
C 1.07622 0.44033 1.67999
N -0.58740 -0.28138 -1.24569
S 1.15032 -1.32663 1.27691
H -0.58042 0.13129 3.12320
H -0.29220 0.49066 -3.12738
*
```

=====

No. 11
# C28H26BaF4N2P

A molecular structure, C28H26BaF4N2P in a non-equilibrium geometry (wB97M-V/def2-TZVPD, the OMol25 dataset).

Computed properties:
Energy relative to the best compared isomer or geometry (same formula, charge and spin)   0.0 kcal per mole

ORCA input file:
```
! RIJCOSX wB97M-V def2-TZVPD def2/J DEFGRID3
* xyz 1 1
C 0.38136 -3.50318 0.70050
C 0.82151 -4.72805 -1.32512
C 2.29971 0.45332 1.99324
H -3.12592 -3.41483 0.78770
P -1.28520 -1.22643 0.80117
H -4.31097 -3.79700 4.88150
F 1.17959 -1.80084 -4.64021
H -1.68634 4.43894 -3.02444
C -3.05564 -3.07998 1.81824
C -2.87121 -2.26320 4.46153
C 0.49879 1.88959 2.68669
C -0.00888 -3.87495 -2.03350
C -0.63841 -2.82888 -1.36772
H -2.78851 -1.94619 5.49381
C 1.38799 -0.46260 1.48240
Ba -1.47402 1.02358 -1.47603
H -1.47452 1.20090 2.22232
C 3.23521 -0.85969 -3.95633
H 1.01419 2.79886 0.27906
C 3.12772 0.95980 -2.34244
C 1.01246 -4.54531 0.04412
H 2.57696 2.32852 3.00638
H -0.17358 -4.02164 -3.09439
H -2.86072 4.76906 -1.73617
C 0.41114 4.03393 -1.37489
H 0.81745 4.99049 -1.01230
C -0.41127 0.98550 2.15427
H -1.43543 -0.83081 3.77704
H 1.65249 -5.22240 0.59781
C 0.02119 -0.20863 1.56219
H 2.27606 3.14410 -0.87113
H 3.81655 -1.51904 -4.58480
C -1.31607 4.35064 0.30384
H -2.38119 4.25257 0.52115
H 1.31800 -5.54434 -1.83630
H 0.14840 2.80054 3.16104
H 3.36165 0.25063 1.91305
C -3.72303 -3.30137 4.11830
C -3.81533 -3.70929 2.79228
C 1.86430 -0.92181 -3.89984
C 1.17706 -0.05177 -3.09649
N 0.86445 1.62441 -1.45658
F 3.83287 1.80862 -1.57545
N -1.04233 3.92660 -1.07709
C 1.72733 0.92391 -2.25133
H 0.51929 -3.37422 1.76949
C -2.19502 -2.03589 2.15984
C -2.10884 -1.62904 3.48570
C 1.22293 2.88453 -0.79057
C -1.80258 4.78506 -1.99649
H 0.53366 4.00739 -2.45614
H -1.46162 5.82581 -1.95304
H -0.76038 3.73845 1.01499
F -0.23355 -0.11901 -3.08901
H 1.75088 -1.35872 0.99424
C 1.85986 1.62376 2.60062
H -4.47607 -4.52255 2.51665
F 5.16182 0.20055 -3.15566
H -1.31622 -2.19659 -1.92358
C -0.44089 -2.62050 -0.00572
H -1.03149 5.39896 0.46229
C 3.83240 0.09973 -3.16070
*
```

=====

No. 12
# C3H6N3P

2 unconnected molecules or ions with the total composition C3H6N3P in a non-equilibrium geometry (wB97M-V/def2-TZVPD, the OMol25 dataset).

Computed properties:
Structure (SMILES)   c1cn[nH]n1.C=P
Energy relative to the best compared isomer or geometry (same formula, charge and spin)   74.4 kcal per mole

ORCA input file:
```
! RIJCOSX wB97M-V def2-TZVPD def2/J DEFGRID3
* xyz 0 1
P -0.37918 -0.34135 -2.47250
C 0.13913 -0.02926 -4.02311
H -0.57996 -1.80287 -2.78424
N -0.74092 0.39496 1.62574
N 0.37265 0.43687 0.93689
H 0.37489 -0.90290 -4.77674
H 0.66541 0.86741 -4.34609
C -0.71158 1.47049 2.39490
C 0.49018 2.09788 2.18702
N 1.12577 1.47725 1.15089
H 0.79020 3.03625 2.73199
H 0.57688 -0.25893 0.09470
H -1.51168 1.66251 3.13043
*
```